{
  "formula": "C50H130N10O15",
  "method": "ωB97M-V with the def2-TZVPD basis set",
  "orbital_gap_ev": 8.82,
  "e_above_lowest_kj_mol": 188.6,
  "smiles": "COC[C@H](C)N.COC[C@H](C)N.COC[C@H](C)N.COC[C@H](C)N.COC[C@H](C)N.COCCNCCOC.COCCNCCOC.COCCNCCOC.COCCNCCOC.COCCNCCOC",
  "species": ["C", "O", "C", "C", "N", "C", "C", "O", "C", "H", "H", "H", "H", "H", "H", "H", "H", "H", "H", "H", "H", "H", "H", "H", "C", "O", "C", "C", "N", "C", "C", "O", "C", "H", "H", "H", "H", "H", "H", "H", "H", "H", "H", "H", "H", "H", "H", "H", "C", "O", "C", "C", "N", "C", "C", "O", "C", "H", "H", "H", "H", "H", "H", "H", "H", "H", "H", "H", "H", "H", "H", "H", "C", "O", "C", "C", "N", "C", "C", "O", "C", "H", "H", "H", "H", "H", "H", "H", "H", "H", "H", "H", "H", "H", "H", "H", "C", "O", "C", "C", "N", "C", "C", "O", "C", "H", "H", "H", "H", "H", "H", "H", "H", "H", "H", "H", "H", "H", "H", "H", "C", "C", "C", "O", "C", "N", "H", "H", "H", "H", "H", "H", "H", "H", "H", "H", "H", "C", "C", "C", "O", "C", "N", "H", "H", "H", "H", "H", "H", "H", "H", "H", "H", "H", "C", "C", "C", "O", "C", "N", "H", "H", "H", "H", "H", "H", "H", "H", "H", "H", "H", "C", "C", "C", "O", "C", "N", "H", "H", "H", "H", "H", "H", "H", "H", "H", "H", "H", "C", "C", "C", "O", "C", "N", "H", "H", "H", "H", "H", "H", "H", "H", "H", "H", "H"],
  "coordinates": [[4.87, 3.48, -7.53], [3.49, 3.82, -7.50], [2.89, 3.54, -6.27], [1.39, 3.76, -6.35], [0.75, 3.39, -5.11], [-0.70, 3.65, -5.19], [-1.37, 3.73, -3.82], [-1.32, 5.04, -3.30], [-2.06, 5.19, -2.12], [5.08, 2.62, -6.88], [5.45, 4.32, -7.15], [5.11, 3.20, -8.56], [3.29, 4.09, -5.40], [3.08, 2.48, -6.01], [1.04, 3.10, -7.15], [1.27, 4.82, -6.63], [1.14, 3.82, -4.28], [-1.11, 2.76, -5.68], [-1.04, 4.48, -5.82], [-0.97, 2.97, -3.14], [-2.39, 3.39, -4.04], [-3.09, 4.83, -2.10], [-2.09, 6.27, -1.93], [-1.57, 4.80, -1.21], [-5.26, 3.20, 3.67], [-5.89, 2.49, 2.63], [-5.57, 1.11, 2.69], [-6.40, 0.29, 1.69], [-7.83, 0.41, 1.87], [-8.45, 1.54, 1.19], [-9.94, 1.54, 1.49], [-10.14, 1.67, 2.90], [-11.50, 1.70, 3.23], [-5.53, 4.24, 3.49], [-4.16, 3.24, 3.56], [-5.49, 2.84, 4.67], [-5.64, 0.67, 3.69], [-4.51, 1.01, 2.44], [-6.05, -0.74, 1.85], [-6.11, 0.54, 0.67], [-8.13, 0.50, 2.83], [-8.43, 1.41, 0.10], [-7.98, 2.51, 1.37], [-10.37, 0.67, 0.99], [-10.35, 2.51, 1.17], [-12.09, 2.37, 2.59], [-11.65, 2.08, 4.24], [-11.96, 0.71, 3.17], [10.73, -1.80, -6.85], [9.31, -1.83, -6.79], [8.83, -3.14, -7.04], [7.39, -3.24, -6.54], [7.21, -3.69, -5.17], [5.82, -4.07, -4.94], [5.60, -4.17, -3.44], [5.92, -2.99, -2.72], [4.94, -1.98, -2.82], [11.20, -2.63, -7.38], [11.14, -1.81, -5.83], [11.10, -0.88, -7.33], [9.39, -3.88, -6.46], [8.81, -3.36, -8.11], [6.93, -3.95, -7.23], [6.87, -2.28, -6.68], [7.51, -3.04, -4.46], [5.60, -5.02, -5.43], [5.19, -3.29, -5.41], [6.19, -4.95, -2.95], [4.56, -4.45, -3.23], [5.30, -1.15, -2.21], [3.93, -2.23, -2.44], [4.78, -1.72, -3.87], [-5.62, -7.22, -0.04], [-4.63, -7.28, -1.06], [-4.97, -8.06, -2.18], [-5.58, -7.35, -3.37], [-4.69, -6.59, -4.22], [-5.18, -5.26, -4.58], [-5.23, -4.27, -3.40], [-3.99, -4.25, -2.72], [-3.02, -3.40, -3.27], [-5.21, -6.69, 0.81], [-5.84, -8.25, 0.23], [-6.52, -6.70, -0.39], [-5.69, -8.84, -1.90], [-4.04, -8.54, -2.50], [-6.42, -6.77, -2.94], [-6.14, -8.00, -4.05], [-3.80, -6.37, -3.78], [-6.17, -5.35, -5.04], [-4.52, -4.86, -5.35], [-6.03, -4.52, -2.70], [-5.45, -3.24, -3.71], [-2.91, -3.53, -4.35], [-2.07, -3.52, -2.76], [-3.29, -2.35, -3.09], [3.09, 5.37, 10.42], [3.16, 5.73, 9.05], [2.12, 5.20, 8.28], [2.47, 5.44, 6.81], [2.08, 4.36, 5.91], [2.32, 4.69, 4.52], [1.67, 3.72, 3.56], [0.28, 3.96, 3.50], [-0.31, 3.66, 2.27], [3.33, 4.32, 10.58], [2.05, 5.44, 10.76], [3.69, 6.11, 10.95], [1.18, 5.73, 8.49], [1.85, 4.15, 8.50], [3.55, 5.57, 6.69], [1.95, 6.35, 6.47], [1.08, 4.17, 5.99], [3.38, 4.74, 4.26], [1.97, 5.71, 4.28], [1.83, 2.66, 3.78], [2.17, 3.77, 2.58], [-0.13, 2.61, 1.97], [0.07, 4.32, 1.48], [-1.39, 3.77, 2.34], [-2.67, 1.03, -0.06], [-1.78, -0.23, 0.00], [-0.39, 0.18, -0.49], [0.40, -0.98, -0.64], [1.68, -0.89, -0.06], [-1.83, -0.51, 1.47], [-2.66, 1.47, -1.07], [-2.41, 1.79, 0.67], [-3.71, 0.72, 0.03], [-2.21, -1.07, -0.55], [0.06, 0.97, 0.11], [-0.58, 0.61, -1.48], [1.75, -1.03, 1.02], [2.16, 0.04, -0.38], [2.29, -1.73, -0.42], [-2.46, -1.31, 1.56], [-0.92, -0.98, 1.56], [-1.49, 0.85, 6.65], [-1.07, 0.15, 5.35], [-1.00, -1.34, 5.56], [-0.47, -2.00, 4.43], [0.93, -2.04, 4.38], [-2.12, 0.47, 4.37], [-0.93, 0.44, 7.50], [-2.52, 0.66, 6.95], [-1.38, 1.93, 6.65], [-0.12, 0.63, 5.09], [-2.01, -1.71, 5.73], [-0.41, -1.52, 6.46], [1.27, -3.04, 4.69], [1.38, -1.38, 5.13], [1.37, -1.87, 3.40], [-2.29, 1.46, 4.27], [-1.85, 0.01, 3.51], [-1.33, -4.07, 1.14], [-2.68, -4.68, 0.76], [-3.76, -3.66, 0.48], [-3.87, -2.67, 1.51], [-4.25, -3.17, 2.77], [-2.47, -5.59, -0.39], [-1.04, -3.23, 0.50], [-0.51, -4.78, 1.03], [-1.33, -3.68, 2.16], [-2.95, -5.37, 1.57], [-4.72, -4.08, 0.15], [-3.43, -3.13, -0.41], [-3.68, -4.06, 3.06], [-5.32, -3.32, 2.86], [-3.85, -2.45, 3.50], [-2.35, -5.04, -1.24], [-3.33, -6.14, -0.51], [4.18, -2.51, 2.36], [4.77, -1.11, 2.43], [5.66, -0.88, 1.22], [6.53, 0.22, 1.46], [7.58, 0.32, 0.54], [3.77, -0.05, 2.57], [5.04, -3.15, 2.61], [3.87, -2.82, 1.36], [3.45, -2.75, 3.13], [5.43, -1.04, 3.30], [5.07, -0.67, 0.32], [6.26, -1.79, 1.17], [8.24, 1.12, 0.90], [7.20, 0.51, -0.46], [8.24, -0.56, 0.55], [4.15, 0.89, 2.59], [3.39, -0.11, 3.51], [1.42, 3.33, -1.55], [2.47, 4.42, -1.75], [3.93, 4.06, -1.86], [4.46, 3.66, -0.62], [4.67, 2.27, -0.46], [2.10, 5.22, -2.94], [0.48, 3.84, -1.34], [1.71, 2.73, -0.69], [1.25, 2.72, -2.44], [2.32, 5.09, -0.89], [4.54, 4.90, -2.19], [4.03, 3.30, -2.66], [3.79, 1.69, -0.77], [4.93, 2.05, 0.57], [5.51, 1.97, -1.09], [2.80, 5.93, -3.13], [1.19, 5.67, -2.87]]
}

***

{
  "formula": "C50H139N9O19",
  "method": "ωB97M-V with the def2-TZVPD basis set",
  "orbital_gap_ev": 8.74,
  "species": ["C", "O", "H", "H", "H", "H", "C", "O", "H", "H", "H", "H", "C", "O", "H", "H", "H", "H", "C", "O", "H", "H", "H", "H", "C", "O", "H", "H", "H", "H", "C", "O", "H", "H", "H", "H", "C", "O", "C", "C", "N", "C", "C", "O", "C", "H", "H", "H", "H", "H", "H", "H", "H", "H", "H", "H", "H", "H", "H", "H", "C", "O", "C", "C", "N", "C", "C", "O", "C", "H", "H", "H", "H", "H", "H", "H", "H", "H", "H", "H", "H", "H", "H", "H", "C", "O", "C", "C", "N", "C", "C", "O", "C", "H", "H", "H", "H", "H", "H", "H", "H", "H", "H", "H", "H", "H", "H", "H", "C", "O", "C", "C", "N", "C", "C", "O", "C", "H", "H", "H", "H", "H", "H", "H", "H", "H", "H", "H", "H", "H", "H", "H", "C", "C", "C", "O", "C", "N", "H", "H", "H", "H", "H", "H", "H", "H", "H", "H", "H", "C", "C", "C", "O", "C", "N", "H", "H", "H", "H", "H", "H", "H", "H", "H", "H", "H", "C", "C", "C", "O", "C", "N", "H", "H", "H", "H", "H", "H", "H", "H", "H", "H", "H", "C", "C", "C", "O", "C", "N", "H", "H", "H", "H", "H", "H", "H", "H", "H", "H", "H", "C", "C", "C", "O", "C", "N", "H", "H", "H", "H", "H", "H", "H", "H", "H", "H", "H"],
  "coordinates": [[4.92, 3.50, -0.04], [6.08, 4.30, 0.28], [3.97, 3.77, 0.43], [4.68, 3.66, -1.10], [5.10, 2.45, 0.16], [5.86, 5.24, 0.27], [-0.97, -3.95, -7.81], [-0.03, -5.04, -7.89], [-0.43, -3.05, -7.51], [-1.37, -3.70, -8.79], [-1.80, -4.09, -7.12], [0.54, -5.02, -8.66], [2.07, -3.47, 2.68], [2.49, -2.11, 2.67], [0.99, -3.44, 2.52], [2.48, -4.11, 1.90], [2.25, -3.94, 3.65], [1.93, -1.63, 2.06], [-1.51, -7.06, -3.17], [-0.35, -6.28, -3.48], [-1.89, -7.68, -3.99], [-1.27, -7.65, -2.29], [-2.28, -6.33, -2.92], [-0.21, -6.30, -4.43], [4.64, 8.78, 2.27], [5.23, 8.69, 1.04], [4.40, 7.80, 2.69], [5.41, 9.20, 2.91], [3.74, 9.40, 2.37], [5.48, 9.59, 0.79], [-4.05, 4.04, -4.18], [-4.12, 3.66, -5.53], [-3.02, 3.95, -3.84], [-4.33, 5.09, -4.15], [-4.77, 3.50, -3.57], [-3.82, 4.43, -6.01], [-7.74, 0.27, 3.26], [-8.00, 1.62, 2.85], [-9.41, 1.87, 2.82], [-9.63, 3.15, 1.95], [-9.30, 4.42, 2.58], [-7.87, 4.68, 2.69], [-7.66, 6.09, 3.32], [-8.16, 6.20, 4.65], [-8.20, 7.56, 5.07], [-8.15, 0.01, 4.23], [-6.67, 0.09, 3.37], [-8.13, -0.47, 2.56], [-9.86, 1.85, 3.81], [-9.98, 1.08, 2.32], [-10.70, 3.23, 1.75], [-9.21, 3.15, 0.95], [-9.68, 4.33, 3.51], [-7.34, 4.66, 1.75], [-7.33, 3.97, 3.31], [-8.08, 6.85, 2.65], [-6.59, 6.29, 3.37], [-8.28, 7.67, 6.15], [-9.16, 7.98, 4.76], [-7.40, 8.17, 4.64], [6.96, -7.23, -3.12], [6.60, -8.56, -3.12], [5.83, -9.00, -2.00], [5.36, -10.45, -2.28], [6.45, -11.33, -2.42], [6.03, -12.74, -2.54], [7.06, -13.51, -3.40], [6.94, -13.09, -4.78], [8.08, -13.45, -5.55], [7.80, -7.07, -3.81], [7.32, -6.93, -2.14], [6.15, -6.59, -3.48], [5.00, -8.31, -1.86], [6.45, -8.97, -1.11], [4.86, -10.43, -3.25], [4.70, -10.76, -1.48], [7.01, -11.13, -3.24], [5.02, -12.92, -2.91], [6.00, -13.13, -1.52], [6.99, -14.59, -3.25], [8.06, -13.32, -3.03], [8.98, -12.96, -5.19], [7.88, -13.23, -6.60], [8.28, -14.52, -5.49], [-3.01, 5.81, 8.65], [-3.96, 4.80, 8.44], [-5.36, 5.18, 8.44], [-6.27, 3.95, 8.33], [-7.70, 4.28, 8.25], [-8.47, 3.01, 8.02], [-9.95, 3.41, 7.79], [-10.09, 4.18, 6.57], [-11.48, 4.27, 6.22], [-3.12, 6.67, 8.00], [-2.04, 5.34, 8.48], [-3.07, 6.17, 9.68], [-5.49, 5.95, 7.67], [-5.51, 5.73, 9.37], [-6.11, 3.25, 9.14], [-6.00, 3.46, 7.39], [-7.74, 4.86, 7.43], [-8.51, 2.43, 8.93], [-8.08, 2.37, 7.23], [-10.43, 3.81, 8.69], [-10.36, 2.43, 7.55], [-11.72, 3.26, 5.89], [-11.60, 4.94, 5.37], [-12.09, 4.66, 7.04], [0.02, 4.08, 2.53], [0.19, 3.06, 1.51], [-0.47, 1.81, 1.67], [-0.72, 1.02, 0.44], [0.52, 0.71, -0.22], [0.14, -0.13, -1.32], [1.39, -0.31, -2.13], [1.99, 0.92, -2.61], [3.06, 0.56, -3.53], [0.71, 4.90, 2.35], [0.28, 3.58, 3.47], [-1.01, 4.40, 2.68], [-1.44, 2.03, 2.11], [0.07, 1.27, 2.45], [-1.39, 1.66, -0.14], [-1.35, 0.18, 0.72], [0.86, 1.56, -0.65], [-0.60, 0.33, -1.97], [-0.21, -1.12, -1.00], [1.30, -0.94, -3.02], [2.03, -0.87, -1.45], [3.75, -0.18, -3.12], [3.67, 1.46, -3.66], [2.64, 0.18, -4.46], [8.99, 7.05, -10.23], [10.15, 6.62, -9.34], [9.70, 5.68, -8.24], [10.77, 5.52, -7.32], [10.35, 4.87, -6.18], [11.26, 6.07, -10.11], [9.24, 7.51, -11.18], [8.37, 7.78, -9.70], [8.31, 6.22, -10.42], [10.57, 7.48, -8.82], [9.40, 4.72, -8.65], [8.85, 6.10, -7.70], [11.27, 4.37, -5.87], [9.49, 4.21, -6.26], [10.08, 5.71, -5.54], [10.94, 5.15, -10.37], [12.02, 5.88, -9.48], [-1.77, -1.82, 7.68], [-1.96, -2.71, 8.95], [-0.67, -3.02, 9.69], [-0.99, -3.74, 10.95], [0.13, -4.00, 11.76], [-2.86, -2.04, 9.86], [-2.76, -1.58, 7.28], [-1.24, -2.44, 6.96], [-1.23, -0.90, 7.86], [-2.44, -3.63, 8.62], [-0.12, -2.12, 9.96], [0.07, -3.57, 9.11], [0.95, -3.38, 11.41], [0.40, -5.05, 11.83], [-0.09, -3.69, 12.79], [-2.40, -1.17, 10.11], [-2.77, -2.60, 10.69], [4.68, 2.52, 6.08], [5.22, 1.24, 6.80], [4.23, 0.61, 7.80], [3.70, 1.54, 8.78], [4.73, 2.02, 9.67], [5.61, 0.29, 5.82], [5.41, 2.98, 5.42], [4.45, 3.22, 6.88], [3.73, 2.29, 5.60], [6.08, 1.47, 7.43], [4.69, -0.18, 8.39], [3.33, 0.26, 7.30], [5.09, 1.18, 10.26], [4.32, 2.79, 10.32], [5.59, 2.45, 9.15], [6.24, 0.76, 5.18], [4.82, 0.02, 5.26], [5.97, -2.88, -11.10], [4.48, -2.95, -10.81], [3.63, -2.08, -11.78], [3.90, -0.67, -11.68], [4.73, -0.20, -12.69], [4.14, -4.34, -10.88], [6.51, -3.58, -10.45], [6.40, -1.90, -10.95], [6.22, -3.11, -12.13], [4.16, -2.65, -9.81], [2.60, -2.32, -11.49], [3.67, -2.42, -12.81], [5.64, -0.80, -12.73], [4.97, 0.85, -12.55], [4.20, -0.36, -13.63], [4.64, -4.65, -11.70], [4.64, -4.81, -10.14], [-6.28, -1.53, -2.79], [-7.77, -1.69, -2.75], [-8.56, -0.70, -3.64], [-9.87, -1.15, -3.88], [-10.62, -0.33, -4.76], [-8.08, -3.02, -3.09], [-5.97, -1.28, -3.81], [-5.74, -2.40, -2.42], [-6.09, -0.60, -2.24], [-8.18, -1.58, -1.74], [-8.06, -0.49, -4.59], [-8.58, 0.24, -3.07], [-11.60, -0.79, -4.80], [-10.23, -0.36, -5.78], [-10.66, 0.73, -4.51], [-7.62, -3.20, -3.97], [-9.07, -2.98, -3.33]]
}

***

Max |F|
In order: 3.206, 2.870
Unit: eV Å⁻¹